Here is a structure of composition C67H74InO2S2 from the Open Molecules 2025 dataset. Energies are from ωB97M-V/def2-TZVPD.

Its spin multiplicity is 1. The value obtained for the total energy is -3734.4609 Eh. Its HOMO energy is -5.27 eV. As for the charge: -1. As for the largest force on an atom: 0.51 eV/Å. Its lowest unoccupied orbital energy is 1.79 eV. The relative energy (zero: lowest compared OMol25 entry of this formula, charge and spin) comes out at 0.00 kcal/mol.

Last column: Mulliken charge in e.
CARTESIAN COORDINATES (ANGSTROEM)
O 0.5995 4.8214 1.7775  -0.570
S 0.4366 4.3740 3.1434  0.890
O 0.9142 5.2315 4.2108  -0.668
C 0.9410 2.7388 3.3266  -1.070
In 0.8583 1.4884 1.4361  1.005
S 0.4816 -0.8941 2.1811  -0.526
C 2.8975 1.5323 0.5831  -1.248
C 3.5197 0.1606 0.2491  -0.605
C 3.7262 -0.0456 -1.2534  -1.351
C 2.4549 -0.0243 -2.0694  0.950
C 2.4097 0.6273 -3.3014  -0.611
C 1.2619 0.6233 -4.0860  -0.622
C 0.1272 -0.0455 -3.6449  -0.576
C 0.1571 -0.6954 -2.4146  -0.708
C 1.3032 -0.6834 -1.6328  -0.048
C -0.7114 2.1878 0.0565  -1.107
C -1.9996 2.8163 0.6176  -0.437
C -3.1740 1.8386 0.8682  -0.797
C -3.5660 1.6443 2.3137  0.176
C -4.8899 1.8100 2.7144  -0.366
C -5.2693 1.6578 4.0402  -0.832
C -4.3232 1.3425 4.9995  -0.680
C -2.9979 1.1715 4.6179  -1.072
C -2.6259 1.3225 3.2901  0.613
H -0.8982 4.2325 3.3472  -0.012
H 0.3320 2.3181 4.1291  0.324
H 1.9742 2.7920 3.6813  0.441
H -0.6983 -1.0860 1.5820  0.045
H 3.5400 2.0547 1.2966  0.411
H 2.8716 2.1539 -0.3165  0.367
H 4.4940 0.0541 0.7363  0.457
H 2.9196 -0.6713 0.6273  0.294
H 4.2184 -1.0112 -1.4218  0.430
H 4.3948 0.7305 -1.6369  0.289
H 3.2994 1.1485 -3.6398  0.441
H 1.2610 1.1472 -5.0350  0.430
H -0.7714 -0.0457 -4.2503  0.417
H -0.7308 -1.2046 -2.0584  0.429
H 1.2886 -1.1811 -0.6693  0.423
H -0.1949 2.9390 -0.5441  0.410
H -0.9742 1.3638 -0.6094  0.350
H -1.8171 3.3719 1.5397  0.064
H -2.3525 3.5646 -0.1007  0.389
H -4.0628 2.2072 0.3488  0.192
H -2.9388 0.8710 0.4130  0.391
H -5.6401 2.0718 1.9774  0.314
H -6.3085 1.7953 4.3216  0.651
H -4.6024 1.2275 6.0397  0.590
H -2.2450 0.9105 5.3509  0.498
H -1.5947 1.1621 3.0125  0.233
C -10.3102 2.7118 1.3948  -0.462
C -10.2263 3.2180 2.6846  -0.503
C -9.0387 3.7800 3.1332  -0.501
C -7.9363 3.8354 2.2916  -0.255
C -8.0197 3.3280 1.0023  -0.463
C -9.2069 2.7664 0.5537  -0.488
H -11.2356 2.2707 1.0458  0.370
H -11.0870 3.1754 3.3398  0.568
H -8.9704 4.1722 4.1404  0.451
H -7.0077 4.2670 2.6437  0.480
H -7.1576 3.3680 0.3486  0.448
H -9.2704 2.3668 -0.4503  0.378
C 3.8894 -1.4029 -5.9435  0.033
C 4.6240 -0.4337 -6.6117  -0.312
C 5.6598 -0.8042 -7.4583  -0.651
C 5.9564 -2.1469 -7.6435  -0.233
C 5.2235 -3.1175 -6.9742  -0.374
C 4.1912 -2.7463 -6.1233  -0.706
H 3.0957 -1.1094 -5.2689  0.220
H 4.4002 0.6143 -6.4559  0.393
H 6.2501 -0.0451 -7.9561  0.362
H 6.7688 -2.4359 -8.2994  0.403
H 5.4620 -4.1654 -7.1108  0.441
H 3.6288 -3.5013 -5.5896  0.406
C 10.7663 -6.2283 -8.7000  -0.511
C 10.3483 -5.0459 -9.2944  -0.471
C 9.3377 -4.2949 -8.7095  -0.419
C 8.7450 -4.7260 -7.5309  0.091
C 9.1635 -5.9086 -6.9366  -0.633
C 10.1733 -6.6601 -7.5213  -0.347
H 11.5578 -6.8121 -9.1521  0.387
H 10.8121 -4.7075 -10.2121  0.372
H 9.0131 -3.3714 -9.1727  0.340
H 7.9606 -4.1378 -7.0717  0.285
H 8.7038 -6.2401 -6.0139  0.347
H 10.5048 -7.5787 -7.0547  0.503
C -13.0572 5.3844 3.3641  -0.367
C -14.0220 4.5360 2.8389  -0.366
C -15.2098 4.3253 3.5253  -0.405
C -15.4330 4.9636 4.7376  -0.357
C -14.4680 5.8113 5.2634  -0.369
C -13.2798 6.0214 4.5770  -0.395
H -12.1295 5.5436 2.8299  0.467
H -13.8458 4.0384 1.8937  0.359
H -15.9612 3.6619 3.1165  0.355
H -16.3588 4.7985 5.2737  0.353
H -14.6411 6.3073 6.2098  0.356
H -12.5250 6.6788 4.9887  0.371
C -6.3363 3.9630 8.5687  -0.470
C -5.7127 5.1348 8.9755  -0.371
C -5.1006 5.9562 8.0391  -0.342
C -5.1130 5.6076 6.6953  -0.623
C -5.7358 4.4361 6.2887  -0.075
C -6.3461 3.6140 7.2255  -0.367
H -6.8095 3.3192 9.2994  0.369
H -5.7000 5.4054 10.0237  0.355
H -4.6068 6.8655 8.3571  0.361
H -4.6285 6.2434 5.9658  0.399
H -5.7358 4.1555 5.2437  0.375
H -6.8254 2.6962 6.9069  0.388
C 7.9261 -0.1164 -3.4485  -0.455
C 7.9325 -0.8611 -4.6201  -0.043
C 9.0941 -1.5032 -5.0270  -0.367
C 10.2494 -1.4013 -4.2639  -0.549
C 10.2422 -0.6563 -3.0925  -0.351
C 9.0809 -0.0136 -2.6851  -0.503
H 7.0178 0.3773 -3.1268  0.448
H 7.0328 -0.9479 -5.2137  0.294
H 9.0981 -2.0863 -5.9402  0.441
H 11.1541 -1.9053 -4.5805  0.392
H 11.1414 -0.5794 -2.4944  0.358
H 9.0741 0.5640 -1.7697  0.382
C 13.5594 -9.0338 -3.5099  -0.354
C 12.1845 -8.8874 -3.6332  -0.482
C 11.6605 -7.7732 -4.2737  -0.323
C 12.5097 -6.8051 -4.7916  -0.273
C 13.8840 -6.9507 -4.6656  -0.484
C 14.4090 -8.0652 -4.0257  -0.351
H 13.9684 -9.9020 -3.0093  0.355
H 11.5212 -9.6406 -3.2278  0.364
H 10.5879 -7.6558 -4.3650  0.398
H 12.0983 -5.9378 -5.2920  0.440
H 14.5464 -6.1947 -5.0674  0.361
H 15.4811 -8.1778 -3.9269  0.358
C -6.9224 -1.6501 6.4119  -0.207
C -5.9930 -1.9072 5.4138  -0.059
C -5.7323 -3.2165 5.0335  -0.588
C -6.4006 -4.2656 5.6498  -0.366
C -7.3306 -4.0068 6.6476  -0.386
C -7.5915 -2.6981 7.0294  -0.513
H -7.1252 -0.6283 6.7087  0.406
H -5.4760 -1.0884 4.9312  0.236
H -5.0035 -3.4167 4.2589  0.394
H -6.1950 -5.2864 5.3535  0.356
H -7.8515 -4.8254 7.1283  0.347
H -8.3154 -2.4954 7.8087  0.364

Atoms 1-3, force components in eV/Å:
O 0.1 0.1 0.0
S -0.2 0.0 0.1
O 0.0 0.0 -0.1